Here is a 4-piece molecular cluster, C35H47F30NO6PS overall in a non-equilibrium geometry from the OMol25 dataset. Energies are from ωB97M-V with the def2-TZVPD basis set.

ORCA input file:
```
! RIJCOSX wB97M-V def2-TZVPD def2/J DEFGRID3
* xyz 1 1
C 3.12852 4.85731 1.94532
C 2.58588 3.63709 1.71294
C 2.53285 3.11993 0.30014
C 3.29732 1.75193 0.16929
C 4.83912 2.00474 0.40174
F 5.63458 1.24866 -0.37817
F 5.15048 1.74064 1.67355
F 5.15163 3.28996 0.17769
O 2.89101 1.06288 1.31999
C 1.52721 0.52579 1.14925
C 1.54738 -0.73720 2.00131
C 0.36061 -0.78772 2.97324
C -0.91162 -1.38751 2.34426
C -1.74969 -0.28898 1.70692
C -3.04863 -0.82194 1.06893
C -3.13782 -0.60404 -0.43084
C -3.11914 0.87969 -0.85000
O -3.25546 1.75593 0.25385
C -4.08442 2.87939 -0.00155
C 1.45356 0.38967 -0.39524
C 0.82452 -0.90750 -0.88812
N 2.80466 0.80284 -0.90986
C 3.64776 -0.33947 -1.36098
C 4.17745 -1.20945 -0.21910
O 5.01506 -2.15256 -0.83357
C 6.21810 -2.43316 -0.15193
C 7.43429 -1.93167 -0.93219
F 7.81896 -0.71349 -0.45510
F 7.18336 -1.81169 -2.24394
F 8.48073 -2.76056 -0.73747
P 2.52397 1.90667 -2.39830
S 2.76310 1.05638 -4.09628
H 2.74369 5.70550 1.39153
H 3.92569 5.01552 2.65813
H 2.14475 3.07199 2.51790
H 1.47621 2.96999 0.05372
H 2.87909 3.87317 -0.39378
H 0.88159 1.26382 1.60693
H 2.43101 -0.69933 2.62670
H 1.61558 -1.65607 1.43561
H 0.14412 0.20717 3.34853
H 0.64927 -1.42884 3.79936
H -0.58677 -2.12305 1.61046
H -1.49957 -1.91022 3.09166
H -1.16905 0.21837 0.93786
H -2.03252 0.42394 2.46573
H -3.92800 -0.44482 1.57446
H -3.06823 -1.89898 1.22830
H -2.32908 -1.11337 -0.94848
H -4.07106 -1.03961 -0.77380
H -2.22396 1.09514 -1.43894
H -3.95711 1.04681 -1.52293
H -4.09493 3.16566 -1.04713
H -5.08835 2.67225 0.36774
H -3.69209 3.71769 0.56678
H 0.71136 1.12970 -0.67472
H 0.32888 -0.73636 -1.83599
H 0.03915 -1.14584 -0.18474
H 1.48632 -1.76216 -0.92157
H 3.15650 -0.97638 -2.08280
H 4.50838 0.06777 -1.87555
H 3.32853 -1.71657 0.23410
H 4.64694 -0.64120 0.57299
H 6.25697 -2.06536 0.86725
H 6.32095 -3.51349 -0.09760
H 3.42342 2.97250 -2.25246
H 1.23589 2.44484 -2.28966
C -0.70513 3.06310 -8.02305
C -0.87498 3.38573 -6.52352
C -0.17317 2.47190 -5.51562
F -0.62132 1.20986 -5.57838
F -0.41770 2.91704 -4.24544
F -2.18824 3.47172 -6.22966
F -0.34057 4.62528 -6.33057
O -1.74984 2.35834 -8.68187
C -1.81372 0.98001 -8.68338
C -3.07896 0.46739 -7.98641
F -3.11700 0.87288 -6.70131
F -3.07476 -0.88320 -7.99631
F -0.69689 0.43136 -8.16741
F -1.88313 0.59030 -9.97086
H -0.70195 4.03482 -8.51394
H 0.26979 2.62381 -8.23363
H 0.90772 2.47640 -5.66768
H -3.97006 0.83419 -8.49886
C 0.79163 -7.29109 1.41848
C 1.78179 -8.21855 2.15416
C 1.95846 -8.02120 3.66453
F 2.44231 -6.79614 3.95188
F 2.84617 -8.92755 4.12335
F 2.98074 -8.16504 1.53615
F 1.30594 -9.48148 1.99521
O 1.32547 -6.16941 0.70772
C 1.56581 -4.96766 1.31384
C 3.05153 -4.59804 1.27500
F 3.80227 -5.50413 1.90893
F 3.22264 -3.39989 1.90351
F 1.06817 -4.91602 2.55796
F 0.91015 -4.01434 0.58973
H 0.36301 -7.90941 0.63238
H -0.04420 -7.00227 2.05417
H 1.01029 -8.16829 4.18897
H 3.39951 -4.51879 0.24134
C -5.46414 4.01093 3.59709
C -4.26697 3.16657 4.08241
C -4.18539 1.71020 3.61660
F -5.22519 0.97807 4.04540
F -3.05733 1.14652 4.13009
F -4.19101 3.22770 5.42563
F -3.14511 3.77508 3.59116
O -6.56547 4.18902 4.47735
C -7.60087 3.27792 4.54326
C -7.70645 2.63298 5.92957
F -6.57138 1.97922 6.23995
F -8.71750 1.73812 5.92454
F -7.51281 2.35846 3.56343
F -8.74156 3.96505 4.33351
H -5.06247 5.01679 3.48338
H -5.79177 3.71006 2.60208
H -4.13003 1.64869 2.52488
H -7.89518 3.39416 6.68900
*
```

## Properties
**E**: -5603.194649 a.u.
**Maximum force**: 3.5 eV/A

---

Here is a 4-piece molecular cluster, C35H47F3I2N2O13PS overall in a non-equilibrium geometry from the OMol25 dataset. Energies are from ωB97M-V with the def2-TZVPD basis set.

ORCA input file:
```
! RIJCOSX wB97M-V def2-TZVPD def2/J DEFGRID3
* xyz -1 1
C 0.27052 -4.31073 0.02213
C -0.29070 -2.86291 0.43662
P -1.96173 -2.40604 -0.32691
C -3.15048 -3.87749 -0.41419
C -2.62177 -4.82667 -1.62863
N -2.66401 -1.06369 0.67028
C -3.67899 -0.34368 -0.11683
C -5.22445 -0.45552 0.17859
C -5.66648 -1.39175 1.39311
C -4.94568 -1.06808 2.79972
C -5.95950 -0.48326 3.91794
O -5.55271 -1.02889 5.21692
C -6.28927 0.29202 -0.70905
C -7.86090 0.22074 -0.45275
I -8.53108 2.21301 0.25741
C -8.72637 -0.21178 -1.75021
C -10.21549 -0.74514 -1.34897
I -7.72884 -1.62688 -3.06818
C -5.83429 1.20663 -1.91118
O -6.72910 1.92491 -2.75048
C -4.32041 1.32486 -2.22036
F -3.88733 2.13698 -3.29868
C -3.30279 0.57861 -1.32940
S -1.48325 0.77952 -1.71233
C -0.75015 0.72951 0.00959
C 0.49183 1.57843 0.36754
C 1.11427 2.49053 -0.81056
C 2.08510 1.53125 -1.68457
C 3.66380 1.36671 -1.35871
N 1.63028 0.81238 -2.70862
C 1.08810 1.50294 1.79987
F 2.26198 2.26794 2.08770
C 0.36042 0.59138 2.82045
F 0.91683 0.57487 4.14739
C -0.90896 -0.27001 2.46876
C -1.51166 -1.15075 3.65569
O -2.27662 -0.52428 4.48191
O -1.24603 -2.48184 3.87916
C -1.50158 -0.22377 1.01336
H 0.69203 -4.23305 -1.04423
H -0.50365 -5.14245 0.13275
H 1.17299 -4.52011 0.70553
H -0.39394 -2.83681 1.57710
H 0.48182 -2.05864 0.14369
H -4.18248 -3.45943 -0.68848
H -3.28289 -4.45173 0.57170
H -2.18891 -5.80300 -1.20213
H -1.72485 -4.29868 -2.13845
H -3.41410 -4.98546 -2.43251
H -5.36734 -2.47188 1.09951
H -6.79080 -1.42558 1.59082
H -4.06957 -0.32777 2.71703
H -4.57773 -2.08428 3.21414
H -7.04589 -0.75078 3.67210
H -5.76491 0.63725 3.98672
H -5.62567 -2.00751 5.20467
H -8.16703 -0.49777 0.38607
H -8.92085 0.76748 -2.33314
H -10.50995 -0.38991 -0.30286
H -10.21266 -1.89094 -1.35774
H -11.01779 -0.38635 -2.07930
H -7.13689 2.68890 -2.28531
H 0.30227 2.95272 -1.48074
H 1.76403 3.34510 -0.38402
H 3.76512 0.40965 -0.71445
H 4.07994 2.28326 -0.81207
H 4.26336 1.13779 -2.31825
H 2.42449 0.25995 -3.10089
C 8.49958 2.11418 -4.07720
O 7.39484 1.22016 -4.20921
C 7.50946 0.34649 -5.22291
O 8.43679 0.26938 -5.99192
O 6.41035 -0.42720 -5.23112
C 6.39433 -1.41007 -6.26436
H 8.29908 2.77131 -3.23048
H 9.42023 1.56226 -3.87506
H 8.60645 2.72950 -4.97313
H 7.23077 -2.10326 -6.14992
H 6.41723 -0.93583 -7.24810
H 5.46475 -1.97327 -6.17431
C 11.15467 7.43022 -3.03604
O 9.88460 7.92948 -3.45086
C 8.98111 6.97423 -3.72828
O 9.16301 5.78336 -3.65385
O 7.84041 7.57635 -4.10273
C 6.78333 6.67542 -4.43016
H 11.80140 8.28614 -2.83984
H 11.05908 6.85093 -2.11501
H 11.60881 6.82784 -3.82603
H 6.51398 6.06623 -3.56445
H 7.06357 6.04305 -5.27561
H 5.91531 7.27003 -4.71687
C 1.05944 -5.01909 9.49318
O 0.33281 -3.82935 9.20377
C 0.42131 -3.42735 7.91843
O 1.04462 -3.98332 7.04615
O -0.30078 -2.30838 7.78362
C -0.30169 -1.75863 6.45703
H 0.91750 -5.24789 10.55056
H 0.67857 -5.85667 8.90412
H 2.12690 -4.87299 9.31147
H -0.73842 -2.46366 5.74506
H 0.71165 -1.48132 6.15488
H -0.91567 -0.85839 6.46835
*
```

## Properties
**E**: -4083.667005 a.u.
**Maximum force**: 6.2 eV/A

---

Here is C35H47F5N7O5P2S3ScSeTe as an isolated structure in a non-equilibrium geometry from the OMol25 dataset. Energies are from ωB97M-V with the def2-TZVPD basis set.

ORCA input file:
```
! RIJCOSX wB97M-V def2-TZVPD def2/J DEFGRID3
* xyz -1 2
Sc -0.35294 -0.99308 -0.86612
C 3.09190 -1.11329 -0.29995
N 2.04920 -2.09424 -0.63763
C 1.84495 -3.09871 0.39137
C 1.23753 -2.36998 1.53944
N 0.35678 -1.41649 1.37558
C 0.02053 -0.99791 2.66786
C -0.89330 -0.04975 3.12030
C -1.00211 0.14488 4.48207
C -0.22276 -0.57824 5.39758
C 0.67823 -1.53120 4.96807
C 0.77128 -1.72453 3.59550
N 1.53668 -2.59395 2.84024
C 2.64309 0.18964 -0.77091
N 1.34326 0.62233 -0.70440
C 1.35857 1.94534 -1.07306
C 0.32810 2.87090 -1.28204
C 0.66488 4.16234 -1.74220
C 1.96252 4.53471 -2.00841
C 3.02543 3.61561 -1.81660
C 2.69147 2.35606 -1.35591
N 3.46616 1.25210 -1.13655
H 4.06885 -1.37248 -0.73375
H 3.22742 -1.16878 0.80245
H 2.18453 -2.50120 -1.55474
H 2.75856 -3.61781 0.71586
H 1.11992 -3.83516 0.03181
H -1.51079 0.50060 2.42759
H -1.71266 0.87153 4.85468
H -0.34062 -0.39690 6.45794
H 1.26949 -2.10967 5.66602
H 2.17305 -3.29512 3.17517
H -0.69946 2.59577 -1.11829
H -0.13298 4.87669 -1.91397
H 2.17490 5.52933 -2.38174
H 4.04904 3.87465 -2.06039
H 4.46208 1.20588 -1.23965
C -6.57157 -1.50146 -1.42242
C -5.44523 -1.61564 -0.41944
O -4.71950 -0.37947 -0.32744
P -3.50318 0.00826 -1.29533
S -3.02463 -1.37964 -2.55571
S -2.08400 0.69505 -0.03519
O -4.07350 1.25680 -2.11772
C -4.58771 2.42804 -1.46648
C -3.62963 3.58873 -1.62275
H -7.19492 -2.39770 -1.38713
H -6.17339 -1.39482 -2.43193
H -7.19889 -0.63623 -1.20099
H -4.74763 -2.41269 -0.68235
H -5.81596 -1.80256 0.58740
H -4.80178 2.21316 -0.41703
H -5.53489 2.64743 -1.96352
H -2.69422 3.40508 -1.09756
H -4.08472 4.49668 -1.21886
H -3.40266 3.75147 -2.67674
F -2.20773 -4.22737 5.98559
C -2.10503 -4.06698 4.65824
C -1.12673 -4.73326 3.94748
F -0.25735 -5.52688 4.59797
C -1.02865 -4.55360 2.57961
F -0.03596 -5.22994 1.96776
C -1.86946 -3.71308 1.85973
Se -1.71038 -3.52106 -0.03299
C -2.83172 -3.05286 2.61467
F -3.69376 -2.21114 2.03696
C -2.96290 -3.22090 3.98284
F -3.91627 -2.57012 4.66322
C -1.81130 -4.32492 -5.71313
C -0.88723 -3.93825 -4.58572
O -0.48167 -2.56979 -4.80385
P 0.28655 -1.78070 -3.64764
O -0.03944 -2.44313 -2.30778
Te -0.03527 0.52665 -3.71740
O 1.83714 -2.19470 -3.83240
C 2.61610 -1.70095 -4.92465
C 4.06935 -1.95075 -4.59698
H -2.15463 -5.35135 -5.57492
H -1.30558 -4.25258 -6.67683
H -2.68012 -3.66740 -5.72943
H 0.00525 -4.56975 -4.55767
H -1.38502 -4.00876 -3.61811
H 2.42230 -0.63117 -5.04388
H 2.31021 -2.21592 -5.83916
H 4.35082 -1.38983 -3.70466
H 4.70284 -1.62683 -5.42445
H 4.25240 -3.01046 -4.41465
C 1.02743 5.16952 2.91904
N 1.23537 3.93813 2.17928
C 0.02083 3.17585 1.95994
C 2.43140 3.27071 2.29459
S 2.50812 1.62535 2.53381
N 3.52607 4.07155 2.18468
C 4.85020 3.53309 2.41233
C 3.51479 5.28596 1.38196
H 0.36829 4.97838 3.77386
H 0.56227 5.93392 2.29092
H 1.97125 5.55423 3.29646
H -0.72273 3.84206 1.51765
H -0.36930 2.75988 2.89507
H 0.21992 2.36145 1.26825
H 4.81252 2.75719 3.17078
H 5.50403 4.34458 2.73876
H 5.25327 3.09760 1.49097
H 2.54625 5.41732 0.90783
H 4.25434 5.18622 0.58613
H 3.75617 6.16444 1.98789
*
```

## Properties
**E**: -7928.594585 a.u.
**Maximum force**: 1.1 eV/A